C41H64LaN10O2PSi3 | the ωB97M-V functional and the def2-TZVPD basis

```
! wB97M-V def2-TZVPD RIJCOSX def2/J DEFGRID3
* xyz 2 1
La 8.62 6.69 17.69
C 8.06 6.51 21.47
C 6.59 6.37 21.08
C 6.16 7.55 20.24
C 5.58 8.67 20.80
C 5.31 9.81 20.04
C 5.29 9.68 18.65
C 5.73 8.43 18.16
N 6.29 7.47 18.87
N 9.05 5.97 20.54
C 9.15 4.47 20.54
C 8.05 3.67 19.87
C 7.42 2.58 20.51
C 6.45 1.83 19.75
C 6.36 2.01 18.38
C 6.93 3.21 17.90
N 7.71 4.10 18.66
C 10.33 6.68 20.79
C 11.46 6.19 19.91
C 12.48 5.43 20.41
C 13.43 4.93 19.49
C 13.21 5.19 18.14
C 12.29 6.15 17.79
N 11.29 6.54 18.64
H 8.15 5.99 22.43
H 8.29 7.59 21.54
H 6.00 6.38 22.06
H 6.33 5.43 20.50
H 5.46 8.80 21.90
H 5.18 10.73 20.55
H 4.99 10.47 17.99
H 5.71 8.20 17.06
H 9.31 4.12 21.54
H 10.11 4.27 19.99
H 7.63 2.23 21.52
H 5.73 1.18 20.26
H 6.00 1.20 17.77
H 6.85 3.60 16.86
H 10.59 6.60 21.88
H 10.18 7.71 20.49
H 12.68 5.53 21.52
H 14.21 4.21 19.87
H 13.87 4.83 17.41
H 12.28 6.49 16.79
C 5.45 5.56 12.62
N 5.64 5.77 14.05
C 4.69 5.53 14.98
C 5.32 5.69 16.20
N 6.57 6.17 16.01
C 6.81 6.18 14.67
P 8.47 6.08 13.77
C 9.44 4.81 14.58
N 9.38 4.65 15.92
C 9.88 3.43 16.24
C 10.23 2.71 15.15
N 10.00 3.55 13.98
C 10.73 3.54 12.71
C 9.14 7.62 14.33
N 9.65 7.80 15.61
C 10.25 9.03 15.59
C 9.97 9.67 14.44
N 9.22 8.80 13.63
C 8.60 8.94 12.31
H 5.97 4.64 12.28
H 5.75 6.37 11.97
H 4.37 5.43 12.47
H 3.67 5.28 14.70
H 4.86 5.63 17.18
H 9.80 3.03 17.28
H 10.74 1.76 15.04
H 11.80 3.27 12.90
H 10.51 4.50 12.23
H 10.36 2.77 12.09
H 10.93 9.33 16.37
H 10.12 10.70 14.23
H 8.55 9.93 11.75
H 7.54 8.56 12.24
H 9.11 8.27 11.66
C 16.40 12.27 18.51
O 17.79 11.87 18.46
Si 18.31 10.42 17.86
C 20.24 10.82 17.68
C 17.62 10.43 16.02
C 17.75 9.06 18.95
Si 17.95 7.47 18.12
C 19.20 6.22 18.85
C 16.32 6.48 18.12
C 18.61 7.45 16.35
Si 17.14 9.03 20.68
C 15.26 8.98 20.62
C 17.65 7.53 21.75
C 17.66 10.64 21.70
H 16.22 12.86 19.44
H 15.69 11.38 18.55
H 16.19 12.96 17.66
H 20.77 10.60 18.64
H 20.36 11.84 17.39
H 20.65 10.08 16.96
H 17.55 11.48 15.76
H 16.67 9.92 16.06
H 18.37 9.95 15.34
H 20.00 6.68 19.35
H 19.65 5.61 18.04
H 18.66 5.56 19.52
H 15.45 6.95 17.64
H 16.08 6.25 19.17
H 16.57 5.51 17.74
H 17.92 7.82 15.64
H 19.06 6.52 15.97
H 19.40 8.20 16.16
H 14.70 9.91 20.60
H 14.94 8.48 21.53
H 14.93 8.35 19.83
H 17.31 7.67 22.81
H 18.75 7.39 21.87
H 17.32 6.63 21.35
H 18.78 10.87 21.45
H 17.69 10.36 22.78
H 17.03 11.48 21.42
O 8.87 8.97 18.66
H 8.33 9.11 19.50
H 9.09 9.82 18.30
*
```

Output
- E_LUMO (spin up / spin down): -6.2 / -6.2 eV

---

C41H65BClI2NO9P2 | the ωB97M-V functional and the def2-TZVPD basis

```
! wB97M-V def2-TZVPD RIJCOSX def2/J DEFGRID3
* xyz 0 1
C -2.70 -3.48 -1.56
C -1.45 -3.89 -0.87
C -0.64 -2.86 0.11
C -0.74 -1.28 -0.31
C -0.25 -0.70 -1.78
C 0.38 -1.78 -2.88
C 1.82 -2.28 -2.19
C 3.13 -2.03 -3.15
C 3.69 -3.51 -3.60
C 4.21 -3.37 -5.15
N 2.95 -3.28 -6.02
C -0.32 0.87 -2.27
C 0.15 1.44 -3.73
C -0.77 0.94 -5.00
C -1.46 2.26 -5.76
Cl 0.34 0.17 -6.31
C -0.90 1.97 -1.16
P -1.04 3.87 -1.56
O -0.14 4.82 -0.40
O -2.71 4.35 -1.67
C -1.37 1.48 0.34
C -1.32 -0.14 0.76
C -1.86 -0.55 2.29
O -2.67 -1.58 2.55
C -1.35 0.50 3.50
C -0.83 -0.06 4.95
C -0.76 -1.67 5.29
P -1.94 -2.24 6.69
O -3.01 -3.26 6.14
O -2.78 -0.94 7.50
O -0.95 -3.09 7.89
C -0.31 1.04 6.09
C 0.29 0.59 7.57
C 1.85 0.02 7.43
C 2.80 1.03 6.50
I 4.82 0.07 6.48
C -0.38 2.66 5.69
I 0.26 4.27 7.09
C -0.92 3.20 4.20
B -0.89 4.82 3.89
O 0.46 5.45 3.79
O -2.10 5.65 3.67
C -1.41 2.11 3.07
C -1.93 2.52 1.53
O -2.74 3.56 1.28
H -3.70 -3.42 -0.92
H -2.63 -3.24 -2.71
H -1.01 -5.00 -0.95
H 0.50 -3.21 0.09
H -1.00 -3.09 1.22
H -0.34 -2.67 -3.11
H 0.69 -1.30 -3.90
H 1.80 -3.40 -1.85
H 2.01 -1.64 -1.20
H 2.95 -1.28 -4.03
H 3.97 -1.55 -2.46
H 4.48 -3.90 -2.84
H 2.78 -4.26 -3.60
H 4.87 -2.38 -5.19
H 4.82 -4.34 -5.39
H 2.41 -2.41 -5.82
H 2.32 -4.08 -5.74
H 0.25 2.60 -3.81
H 1.25 1.01 -3.94
H -1.59 0.15 -4.73
H -0.54 2.87 -6.19
H -2.11 2.91 -5.04
H -2.07 1.85 -6.70
H 0.60 4.29 0.03
H -3.24 3.51 -1.77
H 0.37 -1.90 5.61
H -0.97 -2.37 4.36
H -3.60 -0.66 6.99
H -0.11 -2.58 8.07
H 0.29 1.47 8.36
H -0.31 -0.29 8.07
H 2.32 -0.17 8.51
H 1.90 -1.03 6.89
H 2.45 1.04 5.39
H 2.90 2.08 7.00
H 1.00 4.80 3.26
H -2.58 5.70 4.55
C -3.40 7.78 1.49
C -3.93 9.20 1.34
C -4.47 9.78 2.66
C -5.67 9.03 3.25
C -6.89 8.93 2.33
C -7.48 10.28 1.97
H -4.19 7.09 1.80
H -3.01 7.43 0.53
H -2.59 7.74 2.22
H -4.70 9.23 0.57
H -3.11 9.84 0.99
H -4.73 10.83 2.50
H -3.66 9.78 3.40
H -5.96 9.54 4.18
H -5.36 8.02 3.55
H -7.66 8.33 2.84
H -6.64 8.38 1.42
H -7.79 10.82 2.87
H -8.36 10.15 1.34
H -6.77 10.90 1.42
C 5.37 -10.05 -7.04
C 4.89 -10.21 -5.61
C 3.93 -9.10 -5.17
C 4.53 -7.69 -5.16
C 5.77 -7.52 -4.29
C 5.50 -7.77 -2.81
H 5.93 -9.12 -7.18
H 6.03 -10.88 -7.31
H 4.52 -10.05 -7.74
H 5.75 -10.27 -4.94
H 4.37 -11.18 -5.52
H 3.55 -9.34 -4.17
H 3.05 -9.11 -5.83
H 3.75 -6.99 -4.82
H 4.77 -7.39 -6.19
H 6.14 -6.49 -4.40
H 6.58 -8.17 -4.63
H 4.73 -7.09 -2.43
H 6.42 -7.61 -2.23
H 5.18 -8.80 -2.63
*
```

Output
- E_LUMO: -2.1 eV
- SMILES: C=CCc1c(CCCCCN)c(C[C@@H](C)Cl)c(P(O)O)c2c1C(=O)c1c(CP(=O)(O)O)c(CCCI)c(I)c(B(O)O)c1C2=O.CCCCCC.CCCCCC

---

C41H65BrN4O8RbSi5 | the ωB97M-V functional and the def2-TZVPD basis

```
! wB97M-V def2-TZVPD RIJCOSX def2/J DEFGRID3
* xyz -1 1
Rb 0.39 -0.33 0.68
C 0.05 -2.46 5.59
N -0.35 -1.27 4.87
C 0.34 -0.04 5.21
C -0.98 -1.35 3.67
O -1.09 -0.40 2.90
C -1.54 -2.72 3.27
O -1.85 -2.76 1.91
C -3.07 -2.15 1.58
C -3.10 -1.95 0.07
O -2.07 -1.66 -0.51
N -4.31 -2.03 -0.54
C -5.54 -2.26 0.18
C -4.41 -1.66 -1.94
H 0.48 -2.15 6.55
H 0.82 -3.02 5.05
H -0.80 -3.10 5.81
H 1.42 -0.18 5.11
H 0.09 0.26 6.23
H 0.04 0.74 4.52
H -2.40 -2.98 3.90
H -0.78 -3.49 3.43
H -3.15 -1.15 2.03
H -3.90 -2.77 1.95
H -5.69 -1.54 0.98
H -5.60 -3.28 0.58
H -6.37 -2.14 -0.52
H -3.41 -1.55 -2.35
H -4.95 -0.72 -2.05
H -4.93 -2.44 -2.50
O 2.89 0.12 -1.36
H 3.03 -0.55 -2.04
H 2.92 -0.38 -0.52
O 0.08 0.41 -2.43
H -0.53 0.78 -1.74
H 0.96 0.62 -2.08
O 0.12 2.14 0.22
N -1.06 1.80 -0.28
Br -0.89 -6.33 1.00
C 0.61 -5.47 1.78
C 1.38 -6.17 2.70
N 2.40 -5.61 3.33
C 2.67 -4.33 3.07
C 1.97 -3.56 2.15
C 0.91 -4.16 1.47
C 2.28 -2.08 1.95
O 2.03 -1.35 2.92
O 2.67 -1.75 0.81
H 1.16 -7.21 2.92
H 3.48 -3.88 3.63
H 0.32 -3.61 0.75
C -3.39 2.30 2.62
Si -3.96 2.85 0.90
C -4.93 1.41 0.14
C -5.14 4.32 1.07
Si -2.06 3.26 -0.41
Si -2.67 3.45 -2.67
C -3.29 1.76 -3.24
C -1.14 3.86 -3.70
C -4.01 4.74 -3.01
Si -0.82 5.09 0.37
C 0.81 5.25 -0.56
C -1.81 6.69 0.12
C -0.46 4.89 2.21
H -4.24 1.94 3.20
H -2.94 3.13 3.16
H -2.65 1.50 2.55
H -5.62 0.98 0.88
H -4.26 0.62 -0.20
H -5.53 1.73 -0.71
H -6.02 4.05 1.67
H -5.49 4.67 0.10
H -4.64 5.16 1.57
H -2.59 0.98 -2.96
H -3.42 1.73 -4.32
H -4.26 1.52 -2.79
H -0.37 3.10 -3.55
H -0.71 4.83 -3.43
H -1.38 3.89 -4.76
H -4.92 4.51 -2.46
H -4.25 4.78 -4.07
H -3.68 5.74 -2.70
H 0.66 5.45 -1.62
H 1.36 4.31 -0.46
H 1.41 6.06 -0.15
H -2.00 6.87 -0.94
H -1.25 7.55 0.50
H -2.77 6.66 0.64
H 0.03 3.93 2.38
H -1.38 4.91 2.81
H 0.19 5.69 2.57
C 3.24 -6.53 -0.59
C 2.07 -6.79 -1.29
C 1.38 -5.75 -1.90
C 1.84 -4.44 -1.83
C 3.03 -4.20 -1.12
C 3.72 -5.23 -0.51
Si 0.91 -3.01 -2.59
C -0.79 -3.56 -3.14
C -1.62 -4.21 -2.21
C -2.85 -4.71 -2.58
C -3.31 -4.54 -3.88
C -2.52 -3.88 -4.80
C -1.27 -3.40 -4.44
C 1.90 -2.23 -3.96
C 3.12 -2.77 -4.37
C 3.86 -2.20 -5.39
C 3.39 -1.06 -6.03
C 2.19 -0.49 -5.63
C 1.45 -1.06 -4.60
H 3.77 -7.34 -0.10
H 1.68 -7.80 -1.35
H 0.46 -5.97 -2.44
H 3.39 -3.18 -0.99
H 4.62 -5.01 0.05
H -1.28 -4.33 -1.19
H -3.47 -5.22 -1.84
H -4.28 -4.93 -4.17
H -2.87 -3.74 -5.82
H -0.66 -2.90 -5.18
H 3.50 -3.67 -3.88
H 4.80 -2.64 -5.69
H 3.97 -0.60 -6.83
H 1.82 0.41 -6.10
H 0.55 -0.57 -4.25
*
```

Output
- E_LUMO (spin up / spin down): 1.8 / 1.7 eV

---

C41H65N12O9 | the ωB97M-V functional and the def2-TZVPD basis

```
! wB97M-V def2-TZVPD RIJCOSX def2/J DEFGRID3
* xyz 1 1
C 24.43 45.12 16.57
C 25.92 45.57 16.65
C 26.90 44.61 17.23
C 27.40 43.65 16.20
C 28.02 44.45 15.01
C 27.04 45.44 14.29
N 26.28 46.23 15.33
O 25.47 47.06 14.88
C 26.05 44.69 13.50
C 27.85 46.49 13.51
C 25.84 46.86 17.61
H 23.89 45.80 16.00
H 23.86 44.94 17.35
H 24.35 44.14 16.06
H 26.46 44.21 18.16
H 27.52 45.21 17.49
H 26.63 42.88 15.85
H 28.02 42.99 16.57
H 28.27 43.71 14.35
H 28.95 44.79 15.19
H 25.29 44.02 13.88
H 26.55 44.30 12.62
H 25.44 45.32 13.24
H 28.56 46.12 12.70
H 28.33 47.03 14.17
H 27.12 47.29 13.10
H 25.75 46.55 18.62
H 25.10 47.53 17.38
H 26.87 47.41 17.64
N 29.00 49.15 10.05
C 27.93 49.70 10.93
C 26.78 48.77 10.85
C 27.19 47.59 9.96
C 28.57 47.90 9.49
H 29.76 49.60 9.92
H 28.26 50.48 11.47
H 25.90 48.94 11.50
H 26.59 46.66 9.79
H 29.12 47.22 8.74
N 31.92 49.79 13.54
C 33.20 49.20 13.34
C 32.89 47.86 12.62
C 31.43 47.83 12.41
C 30.84 49.15 13.06
H 31.69 50.68 13.98
H 33.93 49.95 13.86
H 33.62 47.21 12.36
H 30.94 47.12 11.86
H 29.90 49.58 12.95
N 22.61 50.03 17.71
C 21.72 50.07 18.66
C 21.19 48.74 19.00
C 22.03 47.84 18.02
C 22.76 48.77 17.07
H 23.00 50.86 17.27
H 21.47 51.30 18.87
H 20.74 48.39 19.77
H 21.92 46.64 18.05
H 23.36 48.59 16.23
N 22.30 49.71 12.98
C 22.03 48.49 13.61
C 22.69 47.24 12.95
C 23.33 47.97 11.86
C 23.14 49.45 11.90
H 22.13 50.55 13.44
H 21.72 48.41 14.42
H 22.72 46.18 13.25
H 23.82 47.65 10.98
H 23.60 50.30 11.17
N 25.65 51.39 17.19
C 25.89 50.41 18.17
C 27.42 50.40 18.56
C 28.03 51.41 17.66
C 26.81 51.99 16.72
H 24.79 51.78 17.00
H 25.15 49.74 18.69
H 27.95 49.87 19.36
H 28.91 52.02 17.81
H 26.78 52.68 15.89
N 23.28 45.11 20.02
C 24.33 44.29 20.12
C 23.75 42.87 19.71
C 22.26 43.07 19.40
C 22.02 44.49 19.80
H 23.14 45.93 20.26
H 25.38 44.46 20.30
H 24.28 41.96 19.63
H 21.53 42.32 19.36
H 21.08 45.02 19.65
N 28.64 44.62 21.05
C 28.05 43.37 20.69
C 29.09 42.86 19.68
C 30.16 43.93 19.40
C 29.75 45.02 20.33
H 28.09 45.13 21.68
H 27.30 42.89 21.10
H 29.16 41.97 19.14
H 30.97 43.90 18.75
H 30.24 46.10 20.28
C 27.73 41.47 10.28
N 28.18 42.05 11.64
O 28.88 42.99 11.63
O 27.89 41.34 12.61
H 27.42 40.60 10.46
H 28.57 41.63 9.58
H 26.87 42.08 10.08
C 26.49 48.49 23.31
N 26.36 47.49 22.21
O 26.79 46.41 22.43
O 25.93 47.88 21.17
H 25.51 48.56 23.88
H 26.72 49.42 22.93
H 27.36 48.10 23.96
C 25.78 50.78 13.82
N 27.23 50.51 14.14
O 28.01 51.30 13.79
O 27.45 49.45 14.74
H 25.32 49.91 14.31
H 25.73 50.75 12.87
H 25.42 51.80 14.23
C 22.08 41.05 16.21
N 23.50 41.47 15.90
O 23.73 41.72 14.73
O 24.30 41.44 16.82
H 22.04 40.04 15.76
H 21.53 41.67 15.79
H 21.91 41.12 17.38
*
```

Output
- E_LUMO: -5.3 eV

---

Going through the records in order, we get relative energy (zero: lowest compared OMol25 entry of this formula, charge and spin) values of 55.9, 531.0, 14.0, 76.1 kcal/mol.
Going through the records in order, we get electronic energy values of -3539.69794, -4095.43556, -6468.00007, -2933.90976 hartree.
Going through the records in order, we get strongest force on any atom values of 4.896, 8.872, 0.885, 14.599 eV Å⁻¹.